Density functional theory data (ωB97M-V with the def2-TZVPD basis set) for a cluster of 2 separate species, C7H16O2S2Si in total in a non-equilibrium geometry.

Orbital gap   8.81 eV
Multiplicity   1
LUMO level   0.5507 eV
DFT total energy   -1512.5351 a.u.
Total charge   0

Each line ends with the natural charge from an NBO analysis.
Atoms and positions in Å:
C  3.2611  -0.1156  -0.1742  -0.480
C  2.7247  1.2449  0.1060  -0.537
C  2.8159  -1.1210  0.8091  -0.580
C  0.2954  -0.0467  0.4687  -1.048
C  -2.6709  -1.8738  0.5375  -1.109
C  -1.8315  0.3652  -2.1233  -1.123
C  -2.9076  1.3088  0.8106  -1.110
O  0.1519  2.5354  -0.1981  -0.981
O  1.3326  -1.8369  -1.1381  -1.009
Si  -2.1468  -0.1887  -0.2660  1.607
S  0.8644  1.3118  -0.5761  1.236
S  1.1171  -1.6254  0.3149  1.270
H  2.8769  -0.4289  -1.0633  0.253
H  4.3473  -0.1655  -0.1810  0.221
H  2.5149  1.4729  1.1904  0.208
H  3.3400  2.0077  -0.3376  0.225
H  3.4122  -1.9806  0.7274  0.229
H  2.8567  -0.9735  1.9479  0.222
H  0.0033  0.2774  1.5027  0.248
H  -2.0396  -2.7312  0.2135  0.255
H  -2.4091  -1.7751  1.6017  0.249
H  -3.7117  -2.0164  0.3576  0.241
H  -2.7463  0.0791  -2.8456  0.245
H  -1.6832  1.4030  -2.1818  0.252
H  -0.8609  -0.0317  -2.5066  0.270
H  -3.8824  1.7415  0.4868  0.247
H  -2.8028  1.0718  1.9126  0.237
H  -2.2217  2.0916  0.6041  0.261

Atomic forces in eV per Å
1.35 1.10 2.74
-2.31 1.20 1.28
-1.41 -0.48 2.59
-3.08 0.46 0.10
2.13 0.59 -0.74
-1.73 -2.86 -0.65
0.18 -1.63 -0.22
-0.34 0.75 0.83
-0.56 -0.48 -0.61
2.06 1.40 1.05
2.44 -1.71 -0.51
0.19 0.60 0.54
-0.53 -1.00 -2.95
0.17 0.44 -0.35
0.66 -0.20 -0.94
-0.16 0.58 -0.28
0.58 -1.62 -0.51
-0.23 0.72 -1.62
0.82 -0.31 -0.70
-0.67 0.52 -0.22
-0.50 0.25 -0.21
-0.78 -0.41 0.13
2.15 0.53 1.55
-0.21 1.62 0.33
-0.94 -0.31 0.26
0.39 -0.85 0.48
-0.58 0.24 -1.24
0.94 0.85 -0.12